(1)
Below is a 13-piece molecular cluster, C34H55F3IN13O4 overall, with properties calculated with wB97M-V/def2-TZVPD.

* electronic energy: -79959.702 eV
* strongest force on any atom: 0.42 eV/A
* lowest unoccupied orbital energy: 0.02 eV
* Kohn-Sham gap: 8.115 eV
* HOMO energy: -8.09 eV

The geometry in ORCA input format:
```
! wB97M-V def2-TZVPD RIJCOSX def2/J DEFGRID3
* xyz 0 1
O -0.951 5.296 -0.573
C 0.266 5.389 0.183
C 0.503 4.159 1.059
O 1.520 3.283 0.583
C 1.304 2.681 -0.659
O 0.894 1.348 -0.563
C -0.445 1.169 -0.131
C -1.045 -0.042 -0.825
C -2.408 -0.368 -0.194
O -3.432 0.395 -0.809
C -4.296 1.100 0.063
C -5.688 1.171 -0.551
C -5.864 2.311 -1.565
C -7.087 3.138 -1.301
F -7.325 4.006 -2.300
F -8.202 2.381 -1.185
F -6.994 3.855 -0.169
N -1.226 0.129 -2.268
I 0.342 -0.497 -3.399
H -0.721 5.071 -1.480
H 1.106 5.502 -0.500
H 0.165 6.281 0.802
H 0.838 4.455 2.054
H -0.455 3.637 1.183
H 0.571 3.251 -1.247
H 2.258 2.660 -1.191
H -1.041 2.062 -0.377
H -0.477 1.010 0.951
H -0.388 -0.901 -0.683
H -2.615 -1.436 -0.310
H -2.369 -0.128 0.875
H -4.339 0.612 1.044
H -3.908 2.117 0.221
H -5.885 0.212 -1.031
H -6.412 1.281 0.261
H -5.944 1.964 -2.594
H -5.017 3.002 -1.529
H -1.423 1.088 -2.526
C -1.056 -4.785 -3.095
C -0.844 -4.000 -1.889
N -0.686 -3.339 -0.966
H -0.811 -5.833 -2.933
H -2.100 -4.712 -3.396
H -0.431 -4.391 -3.895
C 2.564 7.068 3.879
C 2.886 6.676 2.513
N 3.128 6.369 1.435
H 3.009 8.035 4.107
H 1.484 7.129 4.000
H 2.956 6.326 4.573
C 3.337 -0.732 0.629
C 4.775 -0.503 0.579
N 5.909 -0.333 0.539
H 3.081 -1.357 1.481
H 2.798 0.212 0.704
H 3.018 -1.239 -0.282
C -8.003 1.400 -5.597
C -6.588 1.353 -5.247
N -5.476 1.336 -4.969
H -8.586 0.854 -4.858
H -8.341 2.434 -5.622
H -8.157 0.950 -6.576
C -0.259 -3.253 1.852
C 0.129 -1.860 2.016
N 0.399 -0.753 2.147
H 0.238 -3.676 0.982
H 0.028 -3.812 2.741
H -1.335 -3.316 1.703
C 4.065 4.406 -3.265
C 2.885 5.184 -2.913
N 1.931 5.754 -2.634
H 4.834 4.556 -2.509
H 3.803 3.352 -3.313
H 4.449 4.706 -4.237
C 4.921 0.056 -2.711
C 4.941 0.904 -3.896
N 4.960 1.593 -4.813
H 4.169 0.423 -2.014
H 4.672 -0.967 -2.991
H 5.891 0.070 -2.217
C 3.432 -5.740 3.810
C 3.094 -4.528 3.074
N 2.825 -3.564 2.516
H 4.360 -6.158 3.424
H 3.557 -5.510 4.867
H 2.636 -6.474 3.699
C 2.346 -2.191 5.752
C 1.938 -2.786 7.019
N 1.620 -3.254 8.016
H 1.513 -2.192 5.051
H 2.674 -1.165 5.904
H 3.165 -2.762 5.321
C 5.382 7.398 7.331
C 5.176 8.357 6.252
N 5.016 9.109 5.404
H 4.731 7.638 8.170
H 5.159 6.392 6.982
H 6.418 7.435 7.664
C -3.529 -9.106 -3.491
C -2.215 -8.485 -3.573
N -1.174 -8.007 -3.627
H -3.631 -9.578 -2.515
H -4.304 -8.350 -3.612
H -3.634 -9.854 -4.274
C 0.644 -10.350 -1.376
C -0.740 -10.095 -1.002
N -1.831 -9.874 -0.733
H 1.314 -9.874 -0.662
H 0.836 -11.421 -1.388
H 0.826 -9.936 -2.367
*
```

(2)
Below is C34H55Ge2N5Rb as an isolated structure, with properties calculated with wB97M-V/def2-TZVPD.

* electronic energy: -157285.408 eV
* strongest force on any atom: 0.69 eV/A
* lowest unoccupied orbital energy (alpha / beta): -0.05 / -0.63 eV
* energy above the lowest of the compared OMol25 structures with the same formula, charge and spin: 5.6 kJ/mol
* Kohn-Sham gap (alpha / beta): 5.977 / 5.386 eV
* expectation value of S²: 0.759
* HOMO energy (alpha / beta): -6.03 / -6.01 eV

The geometry in ORCA input format:
```
! wB97M-V def2-TZVPD RIJCOSX def2/J DEFGRID3
* xyz 0 2
Rb -0.908 -0.214 0.697
C -3.033 2.646 3.150
C -4.169 1.713 2.737
N -3.730 0.518 2.028
C -4.796 -0.154 1.298
C -5.017 0.448 -0.080
N -3.868 0.265 -0.947
C -4.049 0.927 -2.235
C -2.798 0.950 -3.108
C -1.846 2.108 -2.825
N -1.036 1.895 -1.631
C -0.491 3.121 -1.075
C -1.456 3.771 -0.097
N -1.595 2.992 1.130
C -2.542 3.595 2.060
H -2.190 2.062 3.537
H -3.385 3.250 3.991
H -4.845 2.264 2.078
H -4.767 1.446 3.624
H -3.327 -0.127 2.693
H -5.750 -0.142 1.848
H -4.519 -1.209 1.184
H -5.182 1.525 0.021
H -5.947 0.033 -0.505
H -3.722 -0.728 -1.111
H -4.346 1.959 -2.022
H -4.886 0.480 -2.795
H -3.112 1.017 -4.153
H -2.254 0.003 -3.019
H -2.436 3.021 -2.692
H -1.204 2.276 -3.700
H -0.257 1.299 -1.895
H -0.216 3.850 -1.853
H 0.444 2.874 -0.556
H -2.446 3.828 -0.560
H -1.139 4.807 0.104
H -0.682 2.946 1.578
H -3.405 3.924 1.473
H -2.130 4.506 2.523
C -0.544 -0.600 4.728
N -1.223 -1.606 3.922
C -2.570 -1.812 4.436
C -0.518 -2.888 3.985
C 0.911 -2.820 3.527
C 1.956 -3.233 4.359
C 3.277 -3.179 3.936
C 3.596 -2.708 2.672
C 2.581 -2.284 1.809
C 1.308 -2.365 2.292
H -0.502 -0.885 5.792
H -1.077 0.348 4.652
H 0.475 -0.457 4.374
H -2.558 -2.261 5.442
H -3.134 -2.472 3.775
H -3.097 -0.861 4.522
H -1.074 -3.605 3.375
H -0.527 -3.274 5.019
H 1.717 -3.598 5.352
H 4.063 -3.507 4.604
H 4.625 -2.660 2.340
H 2.812 -1.911 0.821
C 3.105 -3.956 -1.159
Ge 2.370 -2.666 -2.462
C 3.688 -2.593 -3.927
C 0.802 -3.586 -3.247
Ge 1.625 -0.564 -1.449
C 3.323 0.167 -0.642
C 3.233 1.140 0.355
C 4.355 1.664 0.985
C 5.617 1.208 0.638
C 5.740 0.238 -0.347
C 4.609 -0.266 -0.976
C 1.610 0.513 -3.155
C 2.229 1.760 -3.271
C 2.135 2.516 -4.434
C 1.429 2.037 -5.528
C 0.809 0.798 -5.440
C 0.890 0.061 -4.266
H 3.286 -4.910 -1.658
H 2.411 -4.126 -0.335
H 4.049 -3.607 -0.739
H 3.683 -3.547 -4.459
H 4.697 -2.420 -3.554
H 3.442 -1.799 -4.631
H 1.003 -4.656 -3.324
H 0.594 -3.211 -4.249
H -0.093 -3.448 -2.638
H 2.252 1.502 0.657
H 4.244 2.423 1.751
H 6.497 1.603 1.129
H 6.721 -0.123 -0.632
H 4.735 -1.012 -1.751
H 2.812 2.148 -2.443
H 2.630 3.478 -4.489
H 1.363 2.620 -6.438
H 0.258 0.404 -6.286
H 0.388 -0.901 -4.222
*
```